[1]
Computed, not measured: the molecule C2H5N3O2 at a distorted geometry, with ωB97M-V/def2-TZVPD.

Geometry as XYZ:
```
12
Properties=species:S:1:pos:R:3:forces:R:3:mulliken_charge:R:1
O -0.358 -0.440 -1.424 -0.136 -0.353 -0.239 -0.57
O 3.339 0.600 -0.054 1.370 -0.251 -0.165 -0.44
N -1.264 0.957 0.175 -0.257 0.149 -0.166 -0.65
N 1.008 0.675 0.093 -0.382 0.254 0.181 -0.30
N -0.277 -1.140 0.790 0.007 -0.096 0.045 -0.68
C 2.186 0.544 -0.014 -0.647 0.299 0.127 0.55
C -0.235 -0.007 -0.100 -0.015 -0.049 0.145 0.79
H 0.517 -1.749 0.633 -0.018 -0.032 -0.062 0.25
H -1.120 -1.676 0.614 0.034 0.015 -0.019 0.26
H -1.089 1.410 1.063 0.005 -0.050 0.019 0.25
H -0.538 0.322 -1.988 0.014 0.115 0.132 0.33
H -2.169 0.504 0.210 0.023 -0.002 0.002 0.22
```
Forces are in eV/Å.

Values from the calculation:
* total charge: 0
* LUMO: 0.0223 Ha
* ΔE to the lowest compared entry with this formula, charge and spin: 1.150 eV
* E_tot: -393.97700 hartree
* SMILES string: NC(N)(O)N=C=O
* HOMO: -10.27 eV
* Kohn-Sham gap: 10.9 eV

[2]
Computed, not measured: a structure of composition C3H2HgLiMgO3 at a distorted geometry, with ωB97M-V/def2-TZVPD.

Geometry as XYZ:
```
11
Properties=species:S:1:pos:R:3:forces:R:3:mulliken_charge:R:1
Hg -4.093 2.095 -1.142 0.281 -0.504 -0.163 0.66
Mg 4.767 -0.579 4.906 0.021 -0.007 0.037 0.25
O -2.349 -1.558 -2.926 -0.756 1.381 0.863 -0.40
O 2.042 -0.750 1.352 0.071 -0.300 0.534 -0.44
O -3.597 0.192 -2.204 -1.941 1.028 -0.488 -0.49
C -2.636 -0.609 -2.224 2.474 -1.820 -0.121 0.23
C 1.436 -0.090 0.592 -0.296 0.767 -0.847 0.72
C 0.810 0.650 -0.276 -0.214 -0.359 0.427 -0.67
Li 2.554 -1.278 3.130 -0.042 0.056 -0.319 0.67
H -0.191 0.333 -0.609 0.511 0.104 0.014 0.19
H 1.256 1.592 -0.599 -0.108 -0.347 0.063 0.27
```
Forces are in eV/Å.

Values from the calculation:
* total charge: +1
* LUMO (spin up / spin down): -0.1497 / -0.2097 Ha
* ΔE to the lowest compared entry with this formula, charge and spin: 0.000 eV
* 2S+1: 3
* E_tot: -701.91180 hartree
* HOMO (spin up / spin down): -9.41 / -11.68 eV
* expectation value of S²: 2.01
* Kohn-Sham gap (spin up / spin down): 5.3 / 6.0 eV

[3]
Computed, not measured: the molecule C6H13O2P at a distorted geometry, with ωB97M-V/def2-TZVPD.

Geometry as XYZ:
```
22
Properties=species:S:1:pos:R:3:forces:R:3:mulliken_charge:R:1
P 2.227 -0.834 0.324 -1.951 -0.282 -0.261 0.15
O 2.387 0.729 -0.101 1.461 0.718 -0.259 -0.24
O 1.207 1.381 -0.523 -0.880 1.172 -0.825 -0.27
C -1.141 1.283 -0.859 -0.804 -1.187 4.614 -1.70
C 0.304 -0.723 -0.205 1.455 -1.183 1.066 1.17
C 0.032 0.765 0.013 0.340 -0.151 -0.506 1.07
C 0.228 -1.111 -1.663 1.479 0.655 -0.864 -1.50
C -0.574 -1.584 0.649 2.519 -2.362 2.627 -1.42
C -0.184 1.264 1.433 3.713 -1.400 0.705 -1.93
H 0.218 2.253 1.521 0.274 0.662 -0.222 0.49
H -0.393 -2.747 0.739 -0.431 2.135 -1.288 0.32
H -2.025 0.608 -0.641 0.787 1.041 -0.119 0.30
H 0.532 -0.148 -2.219 0.331 -2.122 0.166 0.35
H 0.813 -2.069 -1.773 0.020 1.385 -0.493 0.41
H -1.288 2.280 -0.490 -0.668 0.523 -0.089 0.49
H -1.157 1.323 1.686 -3.408 -0.079 0.832 0.43
H -0.358 -1.373 1.722 -0.662 0.418 -0.555 0.36
H -1.527 -1.301 0.367 -2.442 -0.187 -0.083 0.38
H 2.054 -0.572 1.710 -0.283 -0.381 0.205 0.01
H -0.718 -1.393 -2.082 -1.085 0.129 0.366 0.31
H 0.361 0.670 2.236 -0.671 0.533 -1.104 0.36
H -0.999 1.298 -1.844 0.904 -0.037 -3.912 0.48
```
Forces are in eV/Å.

Values from the calculation:
* total charge: 0
* LUMO: 0.0254 Ha
* ΔE to the lowest compared entry with this formula, charge and spin: 4.428 eV
* E_tot: -728.10314 hartree
* SMILES string: CC1(C)OOPC1(C)C
* HOMO: -8.98 eV
* Kohn-Sham gap: 9.7 eV